1.
Molecular formula: C43H53F8N11O7P2S2
Method: DFT, ωB97M-V/def2-TZVPD

```
126
Properties=species:S:1:pos:R:3:lowdin_charge:R:1
O 1.539 -7.030 -0.282 -0.273
P 0.993 -6.472 -1.512 0.274
O -0.573 -6.592 -1.669 -0.136
O 1.539 -7.117 -2.887 -0.182
P 1.441 -4.375 -2.004 0.903
N 0.695 -3.344 -0.775 -0.528
S 0.814 -1.692 -1.185 0.530
O 1.663 -1.631 -2.316 -0.265
O -0.466 -1.111 -1.142 -0.208
F 1.621 -1.133 0.009 -0.112
S 0.431 -3.760 0.846 0.674
O -0.119 -2.610 1.471 -0.233
O -0.224 -5.014 0.829 -0.240
C 2.083 -4.102 1.778 -0.407
F 2.038 -3.242 2.814 0.126
F 1.986 -5.363 2.232 0.139
C 3.458 -3.931 1.077 -0.415
F 3.431 -2.901 0.226 0.130
F 3.738 -5.028 0.408 0.162
C 4.623 -3.683 2.076 -0.541
F 4.602 -2.421 2.514 0.172
F 5.773 -3.870 1.431 0.191
F 4.565 -4.514 3.114 0.203
H -0.930 -6.394 -2.548 0.075
H 2.274 -6.651 -3.303 0.043
H 2.824 -4.363 -1.742 -0.055
N -3.862 1.761 -2.138 0.012
C -2.700 1.378 -1.527 -0.127
C -2.407 2.306 -0.563 -0.090
C -3.434 3.290 -0.598 -0.108
C -4.318 2.925 -1.580 -0.155
H -4.314 1.263 -2.882 0.145
H -2.182 0.482 -1.820 0.086
H -1.554 2.285 0.093 0.095
H -3.513 4.166 0.023 0.067
H -5.225 3.386 -1.931 0.102
N 4.169 -6.020 -5.256 -0.012
C 4.188 -4.825 -5.925 -0.135
C 3.566 -5.013 -7.128 -0.097
C 3.156 -6.374 -7.189 -0.104
C 3.542 -6.972 -6.021 -0.154
H 4.574 -6.186 -4.352 0.138
H 4.636 -3.948 -5.490 0.108
H 3.418 -4.261 -7.884 0.095
H 2.640 -6.857 -8.003 0.091
H 3.431 -7.985 -5.672 0.108
N 7.098 -0.693 2.937 0.017
C 8.203 -0.490 3.716 -0.141
C 8.653 0.783 3.480 -0.131
C 7.783 1.367 2.520 -0.122
C 6.837 0.431 2.203 -0.132
H 6.558 -1.537 2.902 0.110
H 8.570 -1.259 4.374 0.108
H 9.505 1.248 3.949 0.097
H 7.853 2.365 2.118 0.084
H 6.003 0.471 1.522 0.109
N 6.499 2.630 6.752 0.007
C 5.600 3.609 7.077 -0.145
C 4.852 3.875 5.961 -0.113
C 5.322 3.019 4.925 -0.115
C 6.341 2.262 5.445 -0.125
H 7.179 2.241 7.379 0.143
H 5.567 4.032 8.066 0.104
H 4.055 4.597 5.894 0.090
H 4.951 2.963 3.914 0.081
H 6.956 1.503 4.994 0.073
N -0.279 -8.302 -5.032 -0.001
C -0.523 -8.425 -6.371 -0.151
C -1.801 -8.894 -6.523 -0.106
C -2.347 -9.067 -5.222 -0.100
C -1.381 -8.699 -4.322 -0.148
H 0.584 -7.984 -4.627 0.101
H 0.225 -8.156 -7.098 0.103
H -2.292 -9.093 -7.461 0.091
H -3.332 -9.425 -4.975 0.092
H -1.385 -8.696 -3.245 0.103
N -6.540 2.680 0.912 -0.003
C -7.361 3.625 0.353 -0.151
C -8.429 3.803 1.189 -0.108
C -8.243 2.941 2.304 -0.114
C -7.070 2.263 2.104 -0.139
H -5.679 2.349 0.505 0.115
H -7.115 4.096 -0.583 0.100
H -9.248 4.484 1.026 0.092
H -8.895 2.832 3.155 0.092
H -6.570 1.522 2.704 0.109
N 6.247 5.430 2.228 0.014
C 6.163 6.675 1.670 -0.141
C 5.765 6.526 0.367 -0.115
C 5.600 5.133 0.131 -0.110
C 5.910 4.488 1.299 -0.155
H 6.507 5.228 3.178 0.135
H 6.387 7.559 2.243 0.104
H 5.605 7.325 -0.337 0.087
H 5.292 4.663 -0.788 0.087
H 5.907 3.443 1.559 0.082
N -5.212 5.334 2.301 0.023
C -4.173 6.173 2.001 -0.148
C -4.297 7.294 2.781 -0.114
C -5.457 7.123 3.585 -0.110
C -5.992 5.904 3.267 -0.137
H -5.394 4.433 1.891 0.100
H -3.430 5.922 1.265 0.087
H -3.632 8.141 2.772 0.086
H -5.857 7.814 4.309 0.086
H -6.864 5.395 3.640 0.098
N -2.274 -3.178 -6.468 0.003
C -2.231 -4.529 -6.684 -0.125
C -1.536 -5.095 -5.649 -0.094
C -1.152 -4.040 -4.779 -0.117
C -1.618 -2.867 -5.308 -0.133
H -2.716 -2.513 -7.076 0.144
H -2.689 -4.972 -7.551 0.108
H -1.298 -6.138 -5.514 0.059
H -0.584 -4.169 -3.874 0.020
H -1.537 -1.851 -4.963 0.105
N -9.178 9.146 5.608 -0.001
C -8.930 9.693 4.378 -0.145
C -9.060 8.701 3.444 -0.113
C -9.403 7.509 4.138 -0.119
C -9.467 7.815 5.471 -0.143
H -9.148 9.644 6.478 0.140
H -8.680 10.734 4.272 0.103
H -8.919 8.812 2.382 0.091
H -9.573 6.536 3.707 0.085
H -9.689 7.203 6.328 0.103
```

Results
E_HOMO, eV: -7.67
LUMO energy, eV: -0.46
Energy, Ha: -5077.29427
Gap between HOMO and LUMO, Ha: 0.2651
Structure (SMILES): O=P(O)(O)PN(S(=O)(=O)F)S(=O)(=O)C(F)(F)C(F)(F)C(F)(F)F.c1cc[nH]c1.c1cc[nH]c1.c1cc[nH]c1.c1cc[nH]c1.c1cc[nH]c1.c1cc[nH]c1.c1cc[nH]c1.c1cc[nH]c1.c1cc[nH]c1.c1cc[nH]c1



2.
Molecular formula: C2H10N6
Method: DFT, ωB97M-V/def2-TZVPD

```
18
Properties=species:S:1:pos:R:3:lowdin_charge:R:1
C -0.478 -2.488 -0.529 -0.077
N 0.108 1.100 0.391 -0.264
N -0.250 -1.054 -0.602 -0.148
C 0.045 -0.328 0.530 -0.442
N 0.117 1.806 1.595 0.032
N 0.886 1.686 -0.594 0.026
N -0.684 -0.217 -1.841 0.074
N 0.302 -0.902 1.676 0.097
H -0.668 2.453 1.619 0.092
H 0.973 2.346 1.694 0.084
H 1.166 2.638 -0.367 0.087
H 1.744 1.166 -0.764 0.096
H -1.697 -0.193 -1.715 0.061
H -0.427 0.776 -1.842 0.033
H 0.494 -0.120 2.316 0.014
H -0.131 -2.969 -1.451 0.079
H 0.045 -3.011 0.279 0.077
H -1.546 -2.689 -0.394 0.079
```

Results
E_HOMO, eV: -8.00
LUMO energy, eV: 0.74
Energy, Ha: -410.59846
Energy relative to the best compared isomer or geometry (same formula, charge and spin), kcal per mole: 104.5
Gap between HOMO and LUMO, Ha: 0.3213
Structure (SMILES): [H]/N=C(/N(C)N)N(N)N



3.
Molecular formula: C25H24FeN6O5
Method: DFT, ωB97M-V/def2-TZVPD

```
61
Properties=species:S:1:pos:R:3:lowdin_charge:R:1
Fe 0.637 1.848 0.224 1.114
O 0.394 2.869 -1.883 -0.114
C 0.066 4.253 -1.947 -0.178
C 1.130 5.119 -1.287 -0.117
N 1.329 4.790 0.115 -0.137
C 2.674 4.569 0.539 -0.059
C 3.332 3.280 -0.094 -0.607
O 4.512 3.337 -0.316 0.106
O 2.524 2.302 -0.291 -0.129
C 0.404 5.289 1.068 -0.066
C -0.116 4.185 2.082 -0.623
O -0.743 4.586 3.021 0.121
O 0.179 2.978 1.753 -0.115
H 1.231 2.727 -2.346 0.112
H -0.897 4.358 -1.447 0.116
H -0.047 4.567 -2.986 0.135
H 0.832 6.166 -1.384 0.144
H 2.082 4.988 -1.805 0.142
H 2.694 4.426 1.619 0.144
H 3.323 5.402 0.263 0.145
H -0.480 5.689 0.573 0.133
H 0.850 6.061 1.696 0.146
N -3.061 -0.134 -0.823 0.152
C -1.732 0.062 -0.805 -0.135
N -1.403 1.248 -0.350 0.045
C -2.610 1.883 -0.040 -0.197
C -2.875 3.153 0.471 -0.001
C -4.194 3.508 0.655 -0.050
C -5.242 2.621 0.359 -0.061
C -4.996 1.359 -0.137 0.000
C -3.663 1.018 -0.341 -0.178
H -3.533 -0.960 -1.151 0.173
H -1.025 -0.686 -1.131 0.132
H -2.076 3.822 0.746 0.083
H -4.428 4.488 1.047 0.116
H -6.262 2.937 0.527 0.114
H -5.800 0.666 -0.348 0.119
N 1.724 -5.324 -0.728 0.170
C 1.419 -6.632 -0.422 -0.184
C 1.668 -7.838 -1.073 -0.015
C 1.163 -8.973 -0.478 -0.076
C 0.449 -8.919 0.734 -0.077
C 0.208 -7.726 1.376 -0.006
C 0.694 -6.561 0.776 -0.217
N 0.565 -5.245 1.172 0.187
C 1.187 -4.545 0.264 -0.287
C 1.250 -3.085 0.296 -0.108
C 0.675 -2.413 1.376 0.023
C 0.659 -1.038 1.380 -0.099
N 1.178 -0.301 0.384 -0.029
C 1.771 -0.941 -0.628 -0.110
C 1.832 -2.317 -0.710 0.016
H 2.270 -5.018 -1.513 0.155
H 2.221 -7.890 -2.002 0.112
H 1.314 -9.932 -0.955 0.108
H 0.079 -9.841 1.164 0.106
H -0.330 -7.673 2.313 0.116
H 0.250 -2.986 2.187 0.124
H 0.205 -0.491 2.198 0.128
H 2.215 -0.316 -1.393 0.122
H 2.326 -2.768 -1.560 0.116
```

Results
Total charge: +1
E_HOMO (alpha / beta), eV: -10.97 / -10.97
LUMO energy (alpha / beta), eV: -3.34 / -5.69
Energy, Ha: -2935.39502
Energy relative to the best compared isomer or geometry (same formula, charge and spin), kcal per mole: 26.1
Gap between HOMO and LUMO (alpha / beta), Ha: 0.2803 / 0.1939
⟨S²⟩: 8.767
2S+1: 6



4.
Molecular formula: C26H37O12P4S5V
Method: DFT, ωB97M-V/def2-TZVPD

```
85
Properties=species:S:1:pos:R:3:lowdin_charge:R:1
V 0.336 -0.209 0.035 0.846
C -2.420 4.449 0.045 -0.046
C -1.728 3.139 -0.296 -0.584
O -1.513 3.084 -1.697 -0.036
P -2.720 1.649 0.164 0.495
O -3.035 1.797 1.690 -0.108
O -4.150 1.834 -0.486 -0.071
O -2.066 0.377 -0.294 -0.295
P -0.183 2.862 0.637 0.369
O 0.850 4.015 0.352 -0.096
O -0.509 2.617 2.065 -0.290
O 0.277 1.641 -0.206 -0.550
H -3.389 4.508 -0.451 0.086
H -1.799 5.275 -0.299 0.093
H -2.569 4.544 1.120 0.089
H -0.835 2.410 -1.859 0.073
H -2.201 2.062 2.168 0.057
H -4.275 1.257 -1.252 0.104
H 1.751 3.686 0.545 0.043
O -1.662 -3.085 -0.420 0.124
C -1.108 -2.482 0.446 -0.592
O 0.211 -2.040 0.313 -0.296
C -1.678 -2.052 1.787 -0.212
P -0.586 -0.736 2.518 1.091
C 0.651 -1.771 3.369 -0.340
C 0.298 -2.541 4.473 -0.076
C 1.232 -3.369 5.075 -0.068
C 2.528 -3.430 4.581 -0.068
C 2.891 -2.655 3.490 -0.097
C 1.955 -1.827 2.889 -0.116
C -1.556 -0.057 3.889 -0.374
C -2.870 -0.440 4.152 -0.093
C -3.530 0.056 5.268 -0.076
C -2.882 0.931 6.125 -0.075
C -1.579 1.326 5.862 -0.059
C -0.921 0.841 4.745 -0.101
H -1.728 -2.922 2.445 0.109
H -2.684 -1.681 1.587 0.090
H -0.706 -2.486 4.879 0.111
H 0.950 -3.959 5.936 0.106
H 3.257 -4.073 5.055 0.108
H 3.904 -2.682 3.110 0.086
H 2.261 -1.214 2.048 0.062
H -3.394 -1.120 3.497 0.094
H -4.550 -0.246 5.463 0.104
H -3.393 1.304 7.003 0.104
H -1.064 2.011 6.521 0.109
H 0.091 1.159 4.544 0.030
C 5.126 -0.900 -1.960 -0.062
C 3.798 -1.357 -1.419 -0.262
O 2.778 -1.124 -2.434 -0.263
P 1.369 -0.438 -2.256 0.724
O 0.479 -1.264 -3.287 -0.251
C 0.354 -2.706 -3.171 -0.252
C 1.260 -3.392 -4.163 -0.066
O 1.369 0.987 -2.928 -0.260
C 1.465 1.266 -4.348 -0.235
C 2.843 0.979 -4.894 -0.068
H 5.873 -0.975 -1.171 0.058
H 5.065 0.141 -2.276 0.082
H 5.450 -1.505 -2.807 0.081
H 3.547 -0.815 -0.509 0.016
H 3.776 -2.429 -1.218 0.127
H -0.697 -2.915 -3.370 0.124
H 0.551 -3.005 -2.139 0.098
H 0.981 -3.133 -5.184 0.081
H 1.171 -4.473 -4.047 0.083
H 2.301 -3.114 -4.007 0.068
H 1.223 2.325 -4.426 0.123
H 0.693 0.693 -4.861 0.114
H 3.599 1.555 -4.364 0.082
H 2.871 1.260 -5.948 0.083
H 3.097 -0.077 -4.816 0.070
C 6.623 0.739 1.257 -0.387
S 5.715 -0.673 1.921 0.802
C 4.501 0.145 2.890 -1.011
C 3.486 0.914 2.443 -1.120
S 3.012 1.339 0.818 0.600
S 2.455 1.536 3.700 0.903
C 3.168 0.755 5.060 -1.476
S 2.545 0.855 6.584 0.534
S 4.581 -0.122 4.619 0.911
H 7.402 0.334 0.612 0.032
H 7.087 1.308 2.060 0.042
H 5.958 1.372 0.674 0.011
```

Results
E_HOMO (alpha / beta), eV: -7.34 / -7.35
LUMO energy (alpha / beta), eV: -0.95 / -0.33
Energy, Ha: -6216.56066
Energy relative to the best compared isomer or geometry (same formula, charge and spin), kcal per mole: 0.0
Gap between HOMO and LUMO (alpha / beta), Ha: 0.2348 / 0.2580
⟨S²⟩: 2.019
2S+1: 3